Entry 1:
The following is a DFT calculation (ωB97M-V with the def2-TZVPD basis set) of a cluster of 5 separate species, C10H31NO6 in total in a non-equilibrium geometry.

```
48
Properties=species:S:1:pos:R:3:forces:R:3
H 13.33341 1.60056 10.81709 1.03 -0.76 0.49
C 10.79524 5.03299 7.32013 1.55 0.02 -0.65
H 7.09505 2.87266 7.19544 0.63 -0.19 -0.08
O 9.04240 0.51867 5.89832 -0.40 0.98 0.30
C 9.11143 -0.86776 5.86203 -2.22 -1.17 -0.38
C 9.19963 0.26928 13.00800 0.39 -2.08 -1.84
H 7.63247 -0.30835 9.92131 -0.90 0.14 -0.19
H 8.22587 0.72115 7.78813 0.66 -0.08 0.97
H 8.50197 -1.36458 5.03152 0.61 0.95 0.70
H 8.46368 4.86988 9.84832 -0.02 0.14 0.27
H 9.99885 2.49815 6.86480 -0.36 -0.26 0.34
O 11.40416 1.84348 11.46139 0.02 0.86 -0.42
H 10.14353 5.12762 10.30607 -0.05 -0.65 0.20
H 9.36172 3.07382 9.07026 0.17 -0.25 -0.15
H 7.35384 1.85994 10.09959 0.80 0.26 0.06
C 12.48898 2.18975 10.60315 -1.75 -0.24 -1.61
H 11.09970 5.90505 6.71248 -0.56 0.08 0.14
H 10.76833 5.37201 8.34697 -0.51 -0.06 0.44
H 5.88944 -0.41515 10.44096 0.16 -0.31 0.77
C 7.99592 2.49178 6.66259 -1.04 1.91 -0.95
H 9.75954 4.34191 5.62184 -0.11 0.09 0.42
H 10.62753 2.26135 11.00765 0.32 -0.43 0.49
H 7.84173 2.79472 5.58876 0.18 -0.37 0.64
H 8.97358 4.48015 11.50797 0.08 -0.03 0.04
H 12.15031 1.93836 9.55819 0.61 0.32 0.67
O 11.85313 4.09927 7.17418 0.47 -0.63 -0.33
H 6.13165 -0.17511 8.79259 1.07 0.33 0.57
H 10.11625 -1.10135 5.71858 1.69 -0.72 -0.23
N 9.20391 3.04806 7.20242 1.97 1.37 0.48
H 13.36576 5.52638 7.10849 0.29 0.02 -0.07
H 7.07745 0.59776 6.57360 -0.07 0.10 -0.40
H 12.76837 3.24096 10.60740 -0.10 0.24 0.33
H 13.06941 4.67650 8.64551 0.27 0.61 1.21
H 9.15869 -0.52381 12.17854 0.09 0.72 0.95
H 8.68435 5.08589 6.81784 0.64 -0.40 0.13
O 6.49538 1.46210 10.03242 -0.58 0.34 -0.06
O 9.45202 3.07897 10.05376 -0.07 1.13 0.27
H 8.44578 -0.01904 13.69927 -0.35 -0.28 1.02
H 11.01268 0.87316 12.95479 -0.34 -0.75 0.79
H 13.86309 3.80832 7.42488 0.48 -0.44 -0.61
C 13.14293 4.57613 7.59087 -1.91 -0.01 -0.20
H 8.80721 1.13586 12.50130 0.44 1.03 0.07
H 8.73084 -1.35485 6.77556 0.31 0.31 0.03
C 6.59430 0.08474 9.79473 -0.43 -0.71 -1.06
C 9.27390 4.46415 10.46481 -0.41 -0.43 -0.69
O 10.49551 0.29753 13.58402 -0.26 1.31 -0.97
C 9.56823 4.40950 6.71602 -1.58 0.04 -0.83
C 8.05729 1.04437 6.78512 -0.91 -2.06 -1.05
```
Forces are in eV/Å.

Values from the calculation:
Orbital gap ... 9.94 eV
SMILES ... COCCNCCOC.CO.CO.CO.CO
Energy above the lowest of the compared OMol25 structures with the same formula, charge and spin ... 2.398 eV
E_HOMO ... -9.27 eV

natural (NBO) population analysis, charges in e, atoms 1 to 2:
1. H 0.1825
2. C -0.0705

=====

Entry 2:
The following is a DFT calculation (ωB97M-V with the def2-TZVPD basis set) of a structure of composition C10H32ClNbO10P3 in a non-equilibrium geometry.

```
57
Properties=species:S:1:pos:R:3:forces:R:3
H -2.99198 6.06973 4.81168 -0.05 0.04 0.03
H -0.37584 6.09774 2.17532 0.11 0.02 -0.05
P -3.13201 -0.33041 -2.29849 -0.31 0.47 0.02
P -2.92833 4.76480 2.22209 -2.48 -7.86 -1.71
O -4.03334 4.69624 1.03788 0.40 1.18 0.29
H -4.73178 6.42506 4.84431 -0.02 -0.08 -0.04
H 2.39208 -1.36088 -2.73656 0.22 -0.13 0.17
C 2.24345 0.72978 -2.81094 -0.06 0.08 0.75
H -0.96447 1.24754 -0.81792 -0.76 0.27 0.33
O 3.65887 -5.51811 1.66021 -2.13 -2.43 -0.42
O -2.62780 3.40735 2.78902 0.52 1.28 0.92
H 0.39386 5.08123 0.94486 -0.09 -0.04 -0.07
H 1.25283 1.68704 -1.22765 0.00 0.16 0.22
H -3.08291 5.35977 -0.68175 0.08 -0.07 -0.03
C -3.87107 6.28257 4.19500 -0.04 -0.13 0.00
H -3.70599 7.20190 3.62571 -0.05 0.05 0.11
H -4.57212 4.45203 -0.91842 -0.14 0.00 0.24
C 0.30423 -0.97729 -2.44858 0.71 0.82 1.10
H -0.09104 4.36415 2.49482 -0.06 -0.03 -0.02
H 2.26612 -4.22994 3.18750 0.11 -0.01 -0.03
H 3.26027 0.96550 -2.49322 0.23 -0.14 -0.08
H 5.10960 -6.63908 0.67851 -0.06 0.02 -0.02
Nb -1.11535 -0.56826 -0.71461 1.48 -1.40 -0.40
O 3.62019 -4.67617 -0.60123 -0.25 -1.42 0.35
C 4.44159 -6.71072 1.53913 0.26 0.06 -0.09
H -3.10038 3.58812 -0.44956 0.11 -0.03 -0.02
C -3.66184 4.51093 -0.32278 -0.06 -0.15 -0.48
C 1.80553 -0.61274 -2.19495 0.13 -0.38 -1.18
H 0.02993 -6.65405 -1.64220 0.02 0.11 0.00
P 2.60927 -5.20077 0.37572 1.71 7.10 -1.96
C -0.35510 5.09948 1.73326 0.19 -0.24 0.04
H -2.26596 -0.26848 0.70815 -0.09 -0.02 0.09
Cl -2.84459 -1.63458 -3.93707 -0.01 0.34 -0.04
H -0.01031 -0.42966 -3.33866 -0.26 -0.31 -0.24
O -1.62284 4.77218 1.14785 -0.29 3.37 1.37
O 1.31051 -5.37306 -0.68010 0.52 -2.64 1.94
O 1.97365 3.13380 -2.53052 -0.04 0.00 -0.21
H -4.21933 1.47934 -2.84155 -0.37 -0.04 -0.13
H 0.26728 -2.05380 -2.61932 -0.31 -0.11 -0.21
H 2.24350 0.64820 -3.89581 -0.13 0.16 -0.19
H 1.48961 -2.73158 2.67303 -0.07 -0.01 -0.21
O 1.78692 -4.06463 1.17164 0.06 -1.04 0.27
H -1.46920 -2.37453 -0.49741 -0.82 0.03 0.21
C 0.85864 -6.71098 -0.94132 0.01 0.08 -0.08
H 2.11133 -0.69012 -1.15747 -0.11 0.16 0.23
H 0.50871 -7.19052 -0.02304 -0.08 -0.04 -0.07
H 1.66177 -7.30805 -1.38600 -0.07 -0.01 -0.02
C 2.22409 -3.48475 2.39480 -0.10 0.31 0.18
O -3.31107 1.20285 -2.94792 0.43 -0.36 -0.08
H 0.27676 -0.63768 0.47883 0.19 0.57 -0.23
O -4.14983 5.17991 3.31959 1.90 2.64 -0.55
H 3.80202 -7.58945 1.43653 0.09 -0.06 0.06
H 1.34012 3.76531 -2.18756 -0.01 0.27 -0.02
H 5.03618 -6.81620 2.44451 -0.06 0.08 0.03
H 3.19224 -2.99897 2.27415 0.05 -0.09 0.00
H 0.38388 1.76296 -2.72496 -0.17 0.37 -0.16
C 1.37944 1.85994 -2.29655 0.02 -0.79 0.06
```
Forces are in eV/Å.

Values from the calculation:
Net charge ... -1
Orbital gap ... 4.24 eV
E_HOMO ... -3.78 eV

natural (NBO) population analysis, charges in e, atoms 1 to 2:
1. H 0.1760
2. H 0.1595

=====

Entry 3:
The following is a DFT calculation (ωB97M-V with the def2-TZVPD basis set) of a cluster of 6 separate species, C10H34N2O7 in total in a non-equilibrium geometry.

```
53
Properties=species:S:1:pos:R:3:forces:R:3
C -0.50086 0.75146 -2.36394 -1.39 -0.75 -1.09
H 1.10204 -5.06770 -0.02190 -0.05 0.22 -0.64
H 0.33566 4.48203 -2.42956 -0.42 -0.47 0.06
H 2.56923 4.98876 -1.00200 -1.12 0.93 0.37
O -1.86952 -1.58046 0.27673 0.51 0.36 0.71
O 0.13322 -0.05018 -1.46141 1.71 -1.62 1.86
H 1.53403 3.13576 -0.01288 -0.13 0.66 0.31
H -1.49370 -2.47681 0.24221 -0.04 0.25 0.51
H -2.24684 -1.32480 -1.49907 0.04 0.15 0.83
C -1.16952 -5.61564 -0.37186 0.38 0.66 0.71
H -0.08726 1.14439 1.10598 -0.27 -0.27 0.58
H -1.63486 2.80367 1.98904 -0.57 0.56 0.73
H -2.22352 -5.62035 -0.54918 -0.84 -0.08 0.60
H -2.55226 0.89039 -1.63176 0.40 -0.54 -0.28
C -1.36016 3.69334 1.42215 0.44 -1.27 -0.14
H -2.24631 3.98702 0.84739 0.34 0.35 0.05
H 2.09841 1.14395 -1.17861 0.56 0.54 -0.49
O -2.25034 -1.03182 -2.41087 0.33 0.53 -1.30
N 1.82454 5.69574 -0.77756 1.07 -0.36 -0.38
C 1.22802 -4.07046 1.79741 -1.35 -1.67 0.23
H -2.36892 0.83367 -3.37303 -0.14 -0.71 0.20
H 3.54422 1.66593 -1.55068 -0.51 -0.11 0.08
H -0.00399 -0.99540 -1.66839 -0.16 0.79 0.02
H 2.31286 -5.54626 3.06192 -0.41 0.13 0.13
C -0.33950 4.81569 -1.63324 0.55 -0.46 1.07
C 0.56164 5.08593 -0.40923 -0.40 0.29 1.06
H 0.62868 -3.31467 -0.19450 0.35 0.00 -0.15
H 2.15301 6.31044 -0.04351 0.21 -0.16 -0.12
C 0.55997 -4.22677 0.40396 -0.08 0.49 1.32
H -0.43957 0.94920 2.61473 0.07 -0.02 -0.24
N 0.57463 -3.30258 2.84302 0.39 0.38 -0.15
H -0.77312 5.74032 -1.98969 -0.32 0.15 0.06
O -0.37108 3.06391 0.56352 -0.69 0.48 0.68
H 1.85837 -6.13059 1.48453 0.30 -0.19 -0.26
C 0.79918 3.82340 0.44928 0.50 0.34 0.21
H -0.80605 -6.58327 0.01336 -0.16 0.38 -0.15
H -0.79214 -5.42475 -1.36456 0.70 0.07 -0.30
H 0.06076 5.79280 0.32114 0.25 -0.42 -1.07
H 1.11560 4.16132 1.49691 0.06 -0.49 -1.27
H -0.43421 -3.32186 2.82619 0.01 0.13 -0.13
O -0.24456 0.46650 1.80260 0.09 0.08 -0.38
H 2.11340 -3.56313 1.57437 1.80 0.57 -0.18
H -1.34288 -1.01649 0.91552 -0.49 -0.85 -0.98
O -0.81421 -4.53182 0.54445 -0.56 -1.29 -1.05
O 2.60903 1.91948 -1.51350 -0.13 -0.61 0.28
H 0.59393 -6.01615 2.66108 0.56 0.57 0.09
C 1.52147 -5.51302 2.30713 -0.38 0.10 -0.08
C -1.99799 0.35722 -2.44446 -0.34 1.56 0.19
H 0.96703 -2.36427 2.90561 -0.67 -0.27 -0.09
H -1.10037 4.06341 -1.29463 0.56 0.70 -0.96
H -0.38112 1.75222 -2.01476 -0.12 0.88 0.11
H -0.94368 4.51663 2.06249 -0.38 -0.81 -0.67
H -0.01034 0.65468 -3.32794 -0.06 0.11 -0.51
```
Forces are in eV/Å.

Values from the calculation:
Orbital gap ... 9.48 eV
SMILES ... COC[C@H](C)N.COC[C@H](C)N.OCCO.O.O.O
Energy above the lowest of the compared OMol25 structures with the same formula, charge and spin ... 2.829 eV
E_HOMO ... -8.98 eV

natural (NBO) population analysis, charges in e, atoms 1 to 2:
1. C -0.0841
2. H 0.1769

=====

For reference, lowest unoccupied orbital energy by record: 0.7, 0.5, 0.5 eV.